{
  "formula": "C10H24AlN7O7P",
  "method": "the ωB97M-V functional and the def2-TZVPD basis",
  "molar_mass_g_mol": 412.300,
  "total_energy_ha": -1888.514671,
  "fmax_ev_per_a": 11.268,
  "spin_multiplicity": 1,
  "charge": 1,
  "elements": ["Al", "N", "O", "O", "O", "N", "O", "O", "O", "O", "P", "N", "C", "C", "N", "C", "C", "N", "C", "C", "H", "H", "H", "H", "H", "H", "H", "H", "H", "H", "H", "H", "H", "H", "H", "H", "H", "H", "C", "C", "N", "H", "H", "H", "C", "C", "N", "H", "H", "H"],
  "coordinates": [[-9.199, -7.181, 11.400], [-11.415, -7.675, 12.673], [-12.621, -7.977, 12.747], [-10.553, -8.530, 12.792], [-11.061, -6.534, 12.482], [-8.645, -9.667, 11.964], [-8.701, -8.732, 12.763], [-9.096, -9.357, 10.873], [-8.234, -10.781, 12.274], [-7.733, -7.069, 10.735], [-6.491, -7.773, 10.414], [-5.453, -7.962, 11.722], [-4.187, -8.671, 11.715], [-5.501, -6.946, 12.831], [-5.583, -6.895, 9.229], [-5.722, -5.426, 9.058], [-4.293, -7.381, 8.679], [-6.644, -9.404, 9.829], [-6.728, -10.554, 10.721], [-7.300, -9.718, 8.513], [-4.183, -9.606, 12.275], [-3.395, -8.003, 12.052], [-3.953, -9.006, 10.704], [-6.506, -6.879, 13.246], [-5.232, -5.952, 12.473], [-4.966, -7.273, 13.723], [-5.538, -5.095, 8.036], [-6.749, -5.173, 9.318], [-4.990, -4.976, 9.730], [-3.492, -7.099, 9.361], [-4.233, -8.468, 8.634], [-4.100, -7.125, 7.637], [-5.821, -11.160, 10.715], [-6.941, -10.278, 11.754], [-7.523, -11.266, 10.502], [-7.141, -8.923, 7.785], [-8.349, -10.011, 8.563], [-6.849, -10.626, 8.114], [-9.917, -9.723, 14.852], [-10.612, -8.779, 15.743], [-11.178, -8.033, 16.423], [-10.571, -9.954, 14.012], [-9.887, -10.594, 15.507], [-8.994, -9.332, 14.425], [-9.823, -12.467, 12.653], [-9.082, -13.706, 12.916], [-8.478, -14.656, 13.232], [-10.860, -12.801, 12.662], [-9.436, -11.947, 11.777], [-9.834, -11.749, 13.473]]
}